# 1
Below is a structure of composition C47H49MgN4O3P2, with properties calculated with ωB97M-V with the def2-TZVPD basis set.

Geometry as XYZ:
```
106
Properties=species:S:1:pos:R:3:lowdin_charge:R:1
C -1.335 6.335 1.791 -0.064
H 0.992 -5.284 -5.186 0.104
N -1.105 -1.662 -0.803 0.072
H -3.296 -2.052 0.622 0.097
C 0.537 -1.639 4.615 -0.068
C 0.173 -3.209 2.824 -0.046
C 0.531 -4.823 -4.322 -0.085
C 2.912 3.145 -1.748 -0.061
C 0.047 -0.824 -4.290 -0.220
H -1.059 -5.555 -0.361 0.117
H -1.574 -0.307 -5.557 0.117
C 0.761 5.421 1.049 -0.061
O 1.492 -0.306 -0.258 -0.361
C -6.020 1.630 0.520 -0.059
H 0.511 7.425 1.765 0.111
C -5.753 1.659 1.883 -0.056
H -1.906 7.165 2.185 0.111
C -1.174 0.034 -4.599 -0.175
C -4.508 1.256 2.323 -0.023
H 6.113 0.849 3.523 0.110
H 6.364 0.200 -0.702 0.112
C -3.064 -3.094 0.811 -0.033
H 5.720 3.979 0.770 0.114
H 1.819 5.544 0.854 0.102
C 4.932 3.749 0.065 -0.066
H 1.796 2.190 2.352 0.080
H 7.462 0.682 1.458 0.111
O 0.167 2.116 -0.936 -0.350
H 1.387 -1.106 -2.762 0.064
C -0.842 -4.916 -4.133 -0.073
C 3.636 0.209 1.303 -0.273
C 1.214 -1.088 2.374 -0.271
C -3.437 -5.142 2.013 -0.086
C 0.071 -2.868 4.165 -0.057
C 3.652 3.485 0.522 -0.091
H -1.733 3.132 0.760 0.102
C 0.714 -3.554 -2.289 -0.065
C 1.101 -0.744 3.720 -0.085
C 0.751 -2.322 1.928 -0.053
H 2.114 2.910 -2.442 0.105
C -1.241 4.069 1.003 -0.065
H 0.800 -2.563 0.874 0.094
H -1.451 -5.446 -4.854 0.106
C 5.773 0.279 0.201 -0.068
C 4.195 3.410 -2.203 -0.060
C 2.636 3.181 -0.385 -0.281
H -2.366 -0.543 2.503 0.131
C -5.019 1.197 -0.327 -0.124
H -2.242 -6.814 1.401 0.106
H -0.383 -3.559 4.864 0.111
P 1.850 0.060 1.157 0.793
H -0.214 -4.155 2.468 0.103
H 1.485 0.378 -3.417 0.096
H 4.410 3.385 -3.263 0.110
H 1.313 -3.015 -1.561 0.106
C -2.208 0.361 1.898 -0.217
C -1.808 -5.060 0.246 -0.041
C -3.561 0.830 1.394 -0.259
H -4.261 1.263 3.378 0.120
C 0.024 6.482 1.558 -0.065
C 5.631 0.648 2.575 -0.066
H 2.385 -4.097 -3.521 0.106
H 0.681 -0.884 -5.179 0.119
N -3.810 0.803 0.088 0.102
H -1.833 1.124 2.594 0.117
P 0.978 2.765 0.152 0.781
C 6.388 0.551 1.414 -0.068
H -5.189 1.160 -1.399 0.109
C -2.084 -3.712 0.035 -0.170
H -6.978 1.933 0.124 0.107
H 0.177 1.541 2.010 0.054
H -0.277 -1.840 -4.060 0.095
Mg -0.250 0.137 -1.278 0.516
N -1.976 0.773 -2.372 -0.013
H -1.929 1.759 -2.609 0.101
H -2.688 0.676 -1.642 0.046
C 4.258 0.476 2.521 -0.076
H -3.032 5.022 1.683 0.110
O -1.248 0.127 0.915 -0.203
H 3.454 3.508 1.588 0.110
C -2.473 -5.769 1.238 -0.081
C 1.311 -4.151 -3.390 -0.081
H 3.904 -0.094 -0.798 0.106
C -1.434 -4.338 -3.018 -0.037
C -1.970 5.130 1.511 -0.061
H -0.875 1.078 -4.750 0.117
H -2.503 -4.426 -2.863 0.122
C 4.398 0.109 0.143 -0.070
H 3.680 0.539 3.436 0.101
C -3.738 -3.803 1.791 -0.074
C -2.292 -0.033 -3.562 -0.232
H 1.431 0.225 4.077 0.101
C 5.202 3.709 -1.297 -0.062
H 6.204 3.913 -1.652 0.112
C -1.291 -2.894 -0.946 -0.327
C 0.130 4.213 0.776 -0.264
H -4.507 -3.316 2.378 0.103
C -0.663 -3.635 -2.098 -0.204
H 0.450 -1.374 5.660 0.109
H -3.962 -5.696 2.780 0.103
N 0.827 -0.339 -3.128 0.011
H -1.403 -0.786 0.396 0.019
H -2.423 -1.066 -3.233 0.111
H -6.506 1.990 2.586 0.112
C 1.177 1.692 1.604 -0.265
H -3.231 0.288 -4.022 0.113
```

Its total energy is -85662.7458 eV. The value obtained for the largest force on an atom is 0.17 eV Å⁻¹. The calculation puts the LUMO energy at -1.764 eV. For the energy above the lowest of the compared OMol25 structures with the same formula, charge and spin, the calculation gives 0.00 kJ/mol. Its net charge is +1.

# 2
Below is a structure of composition C47H50AsF3IN4PPbSSi2, with properties calculated with ωB97M-V with the def2-TZVPD basis set.

Geometry as XYZ:
```
111
Properties=species:S:1:pos:R:3:lowdin_charge:R:1
H -2.132 -4.184 -6.350 0.107
H -6.293 2.493 1.605 0.003
C -2.536 -5.266 1.991 -0.083
C -0.124 -3.483 -6.457 -0.043
N 1.737 1.473 1.016 0.026
H -2.731 -2.632 -4.531 0.072
C -1.078 5.053 -0.984 -0.058
C 3.212 2.335 -2.523 -0.109
H -4.545 3.885 3.039 0.021
H -7.203 1.343 0.611 0.027
C 4.360 -0.639 -1.786 -0.099
H 1.033 5.422 1.612 0.105
C 0.575 -1.774 -4.787 -0.180
H 4.099 -1.787 -6.512 0.108
H -4.654 -1.397 2.511 -0.009
C 3.873 2.653 2.323 -0.052
H -6.031 2.444 -0.137 0.023
H -0.615 6.710 0.304 0.108
H -5.376 2.501 3.758 0.008
H 1.462 -3.954 0.734 0.100
C 2.544 -2.011 -1.032 -0.121
C -0.417 5.675 0.060 -0.058
C 3.590 3.594 -2.967 -0.084
H -2.115 -5.539 1.024 0.080
H 2.663 -0.327 1.328 0.096
I -1.705 -0.520 -2.918 0.904
C 2.279 3.292 -4.950 -0.083
H 3.706 -0.480 -4.482 0.101
H 3.070 -3.746 4.692 0.121
H 4.698 3.119 2.846 0.110
C 1.785 2.805 1.149 -0.219
C 3.844 1.284 2.130 -0.043
H 1.478 -2.214 -0.985 0.087
H 1.240 1.433 -5.120 0.104
S -0.065 -0.280 3.206 0.569
H -1.323 3.177 -2.007 0.101
C 2.995 -0.917 -1.773 -0.369
C 1.557 -3.482 1.709 -0.195
C 2.747 0.744 1.482 -0.156
H 2.954 -4.918 2.489 0.106
N 0.052 3.005 -0.498 0.086
H -3.964 0.465 5.088 0.024
C -3.021 0.503 4.535 -0.256
C -1.713 -2.645 -4.897 -0.194
Si -2.934 2.038 3.431 0.163
C 1.905 2.032 -4.510 -0.098
F 2.469 -0.340 5.304 0.125
Si -4.846 0.549 0.943 0.161
H -3.918 -3.804 2.815 0.120
C 4.795 -2.559 -0.394 -0.074
H -1.460 4.021 3.293 0.016
C -1.430 3.090 3.866 -0.244
C -3.467 -4.054 1.854 -0.203
H -4.276 -4.255 1.150 0.124
As -2.838 1.727 1.112 0.600
H 4.641 0.644 2.485 0.110
H -2.195 0.485 5.249 0.013
C 2.838 3.423 1.822 -0.010
H -0.505 2.563 3.608 -0.013
H -5.557 -0.089 3.269 0.014
H 2.864 4.498 1.930 0.103
C 1.693 -2.224 4.106 -0.127
N -2.166 -1.971 0.994 0.078
C -4.461 3.099 3.794 -0.244
C -6.229 1.825 0.742 -0.239
H 5.496 -3.197 0.128 0.103
H -3.091 -6.116 2.382 0.076
C -2.741 -2.884 1.378 -0.181
C 1.812 -1.512 5.424 -0.603
C 0.503 4.950 0.797 -0.021
H -2.943 -0.405 3.934 -0.016
H 1.904 3.662 -5.897 0.103
H -4.406 3.572 4.779 0.026
H -5.945 -0.858 -0.807 0.028
C 2.382 -4.020 2.676 -0.063
H -1.716 -5.041 2.671 0.078
H 2.291 -3.236 -7.391 0.114
C -5.401 -0.620 2.326 -0.215
H 3.406 5.069 -4.516 0.100
H 3.557 1.986 -1.557 0.093
C 0.859 -2.621 -5.915 -0.161
N 0.834 -2.379 1.880 0.008
F 2.522 -2.255 6.309 0.110
C -1.380 -3.518 -5.946 -0.080
C 5.251 -1.457 -1.102 -0.080
H -4.247 -1.334 -0.611 -0.015
C 2.132 -2.607 -6.523 -0.036
C 3.127 -1.819 -6.036 -0.060
H -1.387 3.337 4.931 0.030
F 0.636 -1.257 6.012 0.125
C 2.888 -1.060 -4.883 -0.092
C 3.434 -2.832 -0.357 -0.095
C 2.443 -3.365 3.898 -0.005
C 3.126 4.078 -4.180 -0.093
C 2.375 1.529 -3.294 -0.382
C 0.873 -1.725 3.057 -0.682
C 0.726 3.613 0.477 -0.237
H -4.659 0.131 -1.507 -0.002
C 1.669 -1.023 -4.242 -0.296
H 0.157 -4.112 -7.294 0.113
C -0.816 3.712 -1.212 -0.165
C -4.931 -0.481 -0.642 -0.256
Pb -0.650 0.021 0.603 0.645
H 4.245 4.205 -2.356 0.103
H -1.798 5.582 -1.593 0.105
H 6.311 -1.232 -1.130 0.103
H -6.340 -1.106 2.048 0.031
C -0.792 -1.793 -4.347 -0.592
P 1.644 -0.024 -2.653 1.018
H 3.065 -3.681 0.206 0.061
H 4.742 0.212 -2.333 0.094
```

Its total energy is -173733.4679 eV. The value obtained for the largest force on an atom is 0.78 eV Å⁻¹. The calculation puts the LUMO energy at 0.136 eV. For the energy above the lowest of the compared OMol25 structures with the same formula, charge and spin, the calculation gives 59.58 kJ/mol.

# 3
Below is a structure of composition C47H50Br2CsN5OP2Te, with properties calculated with ωB97M-V with the def2-TZVPD basis set.

Geometry as XYZ:
```
109
Properties=species:S:1:pos:R:3:lowdin_charge:R:1
H 0.416 -3.391 3.830 0.068
N -0.035 1.009 -3.055 0.122
C -0.571 6.452 -0.936 -0.029
H -2.054 5.713 3.223 0.049
H -3.447 0.592 1.629 0.091
N -2.926 1.453 -0.191 -0.012
C -2.696 -2.827 -0.358 -0.239
H 1.918 0.478 9.218 0.103
H 3.786 -0.377 4.220 0.076
H -4.657 -1.332 0.708 0.116
C -0.809 5.647 0.176 -0.276
C 1.032 1.744 -3.470 -0.133
H 1.461 -1.819 8.423 0.104
H -2.033 -0.929 -0.478 -0.043
H -4.859 1.062 0.662 0.110
C 1.608 1.100 5.906 -0.101
Br 3.053 2.844 -6.988 0.724
C 1.759 0.293 8.163 -0.083
H -0.362 3.608 -0.341 0.034
C 1.294 -1.239 6.368 -0.088
H 5.126 -3.104 1.399 0.104
C 2.613 -5.062 2.542 -0.104
C -3.961 -0.776 0.074 -0.240
H -1.573 0.378 3.572 0.083
C -2.286 7.972 -0.213 -0.090
C 1.503 -0.999 7.716 -0.076
N 2.331 -1.644 3.325 -0.539
H -2.666 2.309 0.284 0.038
C -0.770 0.376 -3.942 -0.327
C 1.808 1.343 7.259 -0.080
N -0.346 -2.741 -1.097 -0.017
C 0.602 1.140 -5.757 -0.033
H 2.818 -7.104 3.167 0.103
H -3.340 1.698 -1.082 0.076
H -3.779 -0.776 3.675 0.104
H 1.649 1.913 5.189 0.091
C 3.575 -0.106 0.941 -0.139
H 3.175 -2.938 -0.873 0.105
C -2.860 -1.347 3.704 -0.087
H -1.718 -1.449 -3.294 0.063
H -2.990 4.603 2.229 0.047
P 2.217 -2.424 1.805 0.979
Cs 0.211 0.326 0.069 0.935
N -2.677 -1.451 0.098 -0.082
H 1.085 -2.245 6.023 0.104
H -2.858 8.879 -0.360 0.100
H -3.870 -3.238 3.798 0.103
C -2.912 -2.733 3.774 -0.083
H -4.404 -0.746 -0.938 0.117
H 3.709 -2.007 4.896 0.083
C -0.468 0.416 -5.319 -0.024
H -3.282 7.466 1.615 0.112
C 1.766 2.434 -2.407 -0.481
C 5.335 -5.141 2.037 -0.076
C -1.632 -0.704 3.657 -0.112
H 1.030 4.491 0.218 0.037
H 0.198 6.161 -1.642 0.119
H 4.440 -1.732 3.308 0.067
C 3.184 3.359 -4.210 -0.191
C 3.245 -1.432 0.662 -0.439
P 1.095 -0.450 3.654 0.982
C -1.962 -0.395 -3.438 -0.028
H 4.615 0.894 -2.126 0.109
H -0.501 -2.945 -2.077 0.066
H 4.014 3.994 -4.488 0.092
H 2.004 2.350 7.604 0.104
O 1.434 2.280 -1.198 -0.390
H -3.383 -3.394 0.276 0.116
C 1.351 -0.190 5.454 -0.375
C 2.500 2.669 -5.171 -0.642
H -1.114 8.233 -1.994 0.102
C -1.307 7.609 -1.131 -0.083
C -1.317 -3.460 -0.259 -0.259
C 3.942 -1.083 -1.629 -0.064
H -2.280 0.019 -2.482 0.044
C 3.252 -3.922 2.056 -0.352
C -2.524 7.177 0.896 -0.050
Te -0.423 3.720 2.368 1.181
H -1.093 -0.121 -6.022 0.110
H 6.398 -5.173 1.834 0.105
C -0.508 -2.829 3.784 -0.125
C 4.620 -3.975 1.798 -0.095
C 3.327 -6.226 2.789 -0.083
H 5.252 -7.171 2.726 0.103
C 2.815 3.250 -2.867 -0.603
Br 3.773 4.244 -1.556 0.752
H -2.789 -0.344 -4.148 0.082
C 4.691 -6.264 2.538 -0.086
H 3.407 0.295 1.933 0.081
C 3.634 -1.430 3.973 -0.148
C 1.397 1.854 -4.834 -0.201
H -1.415 -4.517 -0.535 0.109
H 4.076 -1.467 -2.632 0.108
C 4.075 0.725 -0.055 -0.078
C -0.039 4.366 0.371 -0.458
H -3.065 -2.922 -1.396 0.115
H 1.542 -5.038 2.715 0.087
C -2.041 5.133 2.302 -0.452
C 3.434 -1.910 -0.637 -0.126
H 0.601 -3.022 -0.872 0.035
H -0.972 -3.407 0.775 0.091
H -1.781 -4.555 3.868 0.104
H 4.290 1.762 0.163 0.083
C 4.256 0.240 -1.341 -0.068
C -3.847 0.642 0.616 -0.258
H 0.837 1.182 -6.812 0.077
C -0.451 -1.442 3.709 -0.385
C -1.737 -3.474 3.812 -0.079
C -1.789 6.012 1.099 -0.291
```

Its total energy is -225554.4815 eV. The value obtained for the largest force on an atom is 0.69 eV Å⁻¹. The calculation puts the LUMO energy at 0.059 eV. For the energy above the lowest of the compared OMol25 structures with the same formula, charge and spin, the calculation gives 31.91 kJ/mol.

# 4
Below is a structure of composition C47H50ClN12NaO7 in a non-equilibrium geometry, with properties calculated with ωB97M-V with the def2-TZVPD basis set.

Geometry as XYZ:
```
118
Properties=species:S:1:pos:R:3:lowdin_charge:R:1
H -3.050 4.963 3.870 0.079
C -2.758 -2.213 1.758 -0.155
C -0.177 2.659 -2.961 -0.059
Na -0.002 -1.439 -1.045 0.261
C 0.482 -1.928 4.847 -0.026
H 0.609 3.906 0.789 0.110
O 2.974 1.648 -1.255 -0.066
C 3.226 -2.888 -0.549 -0.123
H 4.802 -3.104 -2.031 0.103
C -1.857 -0.926 3.350 -0.095
O -1.885 -0.114 -1.785 0.009
H 1.348 -1.130 7.359 0.062
C 0.772 -4.864 -2.149 -0.146
C -3.906 -3.095 -2.495 -0.075
H -1.800 3.423 3.281 0.119
C -2.737 -0.755 -2.420 -0.470
C 0.347 -2.112 3.457 -0.124
H 0.663 5.630 0.300 0.105
C 2.686 -2.882 3.474 -0.052
C 5.306 -1.563 -0.638 -0.302
O -5.200 -1.887 -4.035 -0.015
H -4.194 -5.133 -1.883 0.174
H -0.266 -5.011 -2.422 0.093
N 1.095 -3.860 -1.301 0.110
H -2.016 3.034 -0.467 0.085
H -4.459 5.265 -0.234 0.093
C -0.773 4.974 -3.445 -0.112
H -1.059 5.719 -4.176 0.085
N 0.233 1.964 2.786 0.079
C 2.990 -4.936 -1.887 -0.081
H 2.005 -6.431 -3.176 0.065
H 4.852 1.518 -3.089 0.097
C -4.870 3.839 1.883 -0.062
C -3.657 4.772 1.745 -0.518
C 6.615 -1.198 -1.280 -0.081
C 1.665 -2.121 7.037 -0.097
C 1.918 -5.597 -2.516 -0.078
H -1.713 5.877 0.531 0.088
C 4.037 0.792 -3.171 -0.026
C 3.086 -2.050 -5.245 -0.037
N 1.618 -2.459 1.317 0.074
Cl -0.754 3.254 -5.550 0.639
H -3.467 6.572 0.467 0.065
C -3.454 5.571 3.045 -0.052
C -4.171 5.779 0.691 -0.062
C -0.577 3.641 -3.871 -0.665
C -2.016 2.898 2.332 -0.041
H 4.953 -0.464 -4.728 0.115
H 5.406 0.104 0.709 0.108
H -1.758 -6.077 -0.702 0.074
C 4.123 -0.205 -4.078 -0.102
C 4.474 -2.551 -1.138 -0.019
H -0.843 6.354 -1.714 0.119
O 0.940 -1.775 -3.506 -0.024
H 2.049 -2.313 -5.445 0.079
N 2.472 -3.887 -1.182 -0.075
C 1.100 1.230 2.090 -0.193
C 3.644 -1.101 1.117 -0.030
H -5.087 3.293 0.967 0.093
H -0.951 5.401 2.068 0.117
H -2.910 2.246 2.461 0.122
H 0.961 -2.835 7.495 0.069
H -2.805 6.427 2.890 0.074
H -4.300 -1.011 -3.720 0.053
C -5.070 -3.035 -3.412 -0.537
H -0.388 -1.610 5.439 0.111
N 1.900 -0.091 -2.282 0.171
C 2.761 -2.654 4.827 -0.089
H -1.109 -4.721 0.331 0.068
C -1.988 -5.139 -0.173 -0.033
C -2.878 -2.217 -2.103 -0.102
H -4.760 3.150 2.729 0.079
H 3.598 -2.949 -4.867 0.083
H 6.449 -0.270 -1.854 0.063
H -3.374 -2.652 0.987 0.088
H -0.053 1.624 -3.261 0.101
N -2.025 -2.864 -1.247 0.155
C -3.023 -1.116 2.615 -0.092
C -0.108 4.381 -1.194 -0.224
C -1.224 5.055 1.060 -0.099
O -5.718 -4.105 -3.495 -0.019
H -4.458 5.924 3.369 0.089
C 0.065 4.733 0.297 -0.120
N -3.625 -4.276 -1.820 0.157
C -2.375 3.990 1.264 -0.400
N -1.508 -2.683 1.953 0.117
H 3.587 -1.641 -6.106 0.067
H -1.463 0.937 0.209 0.118
H 3.312 -0.592 2.014 0.087
C 2.929 0.817 -2.200 -0.509
H -2.763 -5.364 0.563 0.074
H 2.118 1.101 2.395 0.092
H 0.756 2.412 -1.022 0.088
C 1.639 -2.201 5.545 -0.342
H 3.699 -2.869 5.375 0.101
C -0.586 5.333 -2.096 -0.054
C -0.707 1.154 0.972 -0.128
H 4.059 -5.151 -1.820 0.110
H 2.684 -2.321 7.432 0.070
H 7.390 -1.013 -0.526 0.068
C 4.812 -0.777 0.453 -0.048
N -0.873 2.029 2.016 -0.114
H 6.965 -1.937 -2.002 0.064
H 3.551 -3.298 2.933 0.109
C 2.822 -2.207 0.696 -0.217
N 0.545 0.670 0.978 0.129
O -3.534 -0.245 -3.321 0.064
O -2.775 3.386 0.039 0.003
N 3.038 -1.031 -4.177 -0.070
C -2.511 -4.096 -1.097 -0.401
N -0.959 -1.913 2.972 -0.083
C 1.546 -2.491 2.657 -0.234
H -1.607 -0.248 4.171 0.112
C 0.143 3.068 -1.650 -0.025
H -5.090 6.269 1.088 0.088
H -5.747 4.440 2.107 0.073
H -3.935 -0.556 2.748 0.075
C 1.888 -0.976 -3.332 -0.491
```

Its total energy is -98708.3537 eV. The value obtained for the largest force on an atom is 3.20 eV Å⁻¹. The calculation puts the LUMO energy at 3.606 eV. For the energy above the lowest of the compared OMol25 structures with the same formula, charge and spin, the calculation gives 0.00 kJ/mol. Its net charge is -2.